Record 1
Computed, not measured: a 6-piece molecular cluster, C22H53BI2O7 overall, with ωB97M-V with the def2-TZVPD basis set.

SMILES string: CC(=O)OCCB[C@H](I)[C@H](C)I.CC(C)O.CC(C)O.CC(C)O.CC(C)O.CC(C)O
LUMO level in eV: 0.117
E in eV: -54883.26153
Highest occupied orbital energy in eV: -9.45

Geometry as XYZ:
```
85
Properties=species:S:1:pos:R:3:forces:R:3:lowdin_charge:R:1
H -1.594 -1.728 -0.876 0.1 0.0 -0.1 0.083
H -7.912 -6.907 6.457 0.0 0.0 0.0 0.088
H 5.363 6.754 0.151 0.0 0.0 0.0 0.077
C 0.298 4.013 -0.650 0.2 0.0 -0.1 0.028
H 5.688 2.346 -8.167 0.0 0.0 0.0 0.079
O 1.638 2.905 -2.294 -0.2 -0.1 0.0 0.106
C -5.105 -2.682 4.898 -0.1 0.0 0.1 -0.494
H -1.115 1.292 0.281 0.0 0.0 -0.1 0.083
H 3.174 -0.603 -2.015 0.0 0.0 0.0 0.126
O 2.992 -2.519 -1.474 0.0 0.0 0.0 -0.055
H 3.093 6.012 -3.415 0.0 0.0 0.0 0.085
H -4.957 0.761 -1.221 0.0 0.1 0.1 0.070
H 5.423 -2.546 -2.713 0.0 0.0 0.0 0.081
H -4.966 -7.596 8.437 0.0 0.0 0.0 0.081
C 3.855 -1.417 -1.754 0.0 0.1 0.0 -0.510
H -6.820 -9.160 6.452 0.0 0.0 0.0 0.081
C 5.418 6.390 -0.875 0.0 0.0 0.0 -0.060
C -2.980 0.044 -1.641 -0.1 -0.1 0.2 -0.766
H -6.887 -3.913 4.891 0.0 0.0 0.0 0.070
C 1.102 2.875 -1.220 0.2 -0.1 0.0 -0.533
I -4.086 -0.167 1.081 -0.1 0.0 0.1 1.057
H 5.194 4.031 -8.405 0.0 0.0 0.0 0.078
C -0.704 0.332 -0.041 0.0 0.0 0.1 -0.157
H -7.026 -2.410 3.952 0.0 0.0 0.0 0.080
O -4.440 -1.738 4.053 0.0 -0.1 -0.1 -0.122
C -3.955 0.878 -0.812 -0.1 0.1 -0.4 -0.780
H -0.197 3.748 0.281 0.1 0.0 0.0 0.082
H -4.667 -4.476 6.002 0.0 0.0 0.0 0.061
O 4.980 4.667 -5.822 0.0 0.0 -0.1 -0.062
H 6.700 3.871 -6.450 0.0 0.0 0.0 0.137
C -5.979 -7.177 6.568 0.1 0.0 0.0 -0.511
H 5.779 5.358 -0.855 0.0 0.0 0.0 0.081
C 4.755 -1.711 -2.943 0.0 -0.1 0.0 -0.058
H 1.311 -0.210 -0.640 -0.1 -0.1 -0.1 0.114
H 0.989 4.844 -0.495 -0.2 0.1 0.0 0.069
H -5.055 -9.125 6.355 0.0 0.0 0.0 0.080
H -4.124 2.728 0.305 0.0 0.0 0.0 0.062
H 4.564 2.043 -5.255 0.0 0.0 0.0 0.082
C 5.601 2.363 -5.393 0.0 0.0 0.0 -0.065
H -3.537 -0.750 -2.133 0.0 0.0 0.1 0.051
I -2.149 1.105 -3.324 0.0 0.1 -0.1 0.954
H 4.406 4.904 -2.999 0.0 0.0 0.0 0.076
H 6.002 2.646 -4.420 0.0 0.0 0.0 0.076
C 5.664 3.536 -6.357 0.0 0.0 0.0 -0.503
B -1.746 -0.543 -0.831 0.0 0.0 0.0 -0.411
H -5.386 -2.099 5.778 0.0 0.0 0.0 0.139
C -5.965 -8.606 6.051 -0.1 0.0 0.0 -0.060
H -3.846 -4.370 4.439 0.0 0.0 0.0 0.086
C 4.088 5.949 -2.972 0.0 0.1 0.0 -0.066
H -6.029 -8.619 4.964 0.0 0.0 0.0 0.080
C 5.129 3.176 -7.733 0.0 0.0 0.0 -0.063
H 5.312 -1.836 -0.220 0.0 0.0 0.0 0.081
H 6.170 1.511 -5.771 0.0 0.0 0.0 0.078
H -0.436 4.320 -1.397 0.1 0.0 0.0 0.094
H 3.687 7.481 -1.517 0.0 0.0 0.0 0.138
C -6.358 -3.224 4.231 0.0 0.0 0.0 -0.052
C 4.648 -1.020 -0.520 0.0 0.0 0.0 -0.057
H 0.438 0.663 -1.905 0.0 0.0 0.0 0.066
H 5.370 -0.845 -3.192 0.0 0.0 0.0 0.075
C -5.878 -7.114 8.083 0.0 0.0 0.0 -0.060
C 4.054 6.453 -1.541 0.0 0.0 -0.1 -0.490
H 3.541 -3.274 -1.234 0.0 0.0 0.0 0.086
H -2.580 2.537 -0.534 -0.1 0.0 0.0 0.044
H -5.880 -6.079 8.424 0.0 0.0 0.0 0.078
H 4.783 6.520 -3.588 0.0 0.0 0.0 0.080
H 5.259 -0.138 -0.713 0.0 0.0 0.0 0.081
H -6.731 -7.626 8.539 0.0 0.0 0.0 0.081
H -4.155 -2.222 3.268 0.0 0.0 0.0 0.028
H 6.147 6.990 -1.421 0.0 0.0 0.0 0.080
C -4.162 -3.797 5.315 0.0 0.0 0.0 -0.053
H -5.140 -6.632 6.131 0.0 0.0 0.0 0.117
O 3.087 5.713 -0.789 0.1 0.0 0.1 -0.069
H -0.427 -0.209 0.869 -0.1 0.1 0.0 0.107
H 3.977 -0.802 0.311 0.0 0.0 0.0 0.077
H -4.044 2.926 -1.444 0.1 0.0 0.0 0.070
H -3.273 -3.397 5.802 0.0 0.0 0.0 0.081
O -7.129 -6.471 6.103 0.0 0.0 0.0 -0.058
H 3.359 4.788 -0.814 0.0 0.0 0.0 0.081
H -6.089 -3.773 3.323 0.0 0.0 0.0 0.084
O 1.241 1.797 -0.385 -0.4 0.2 0.1 -0.037
H 4.052 4.429 -5.710 0.0 0.0 0.0 0.087
C 0.591 0.587 -0.828 0.5 -0.2 -0.1 -0.191
C -3.652 2.352 -0.602 0.1 0.0 0.2 -0.196
H 4.080 2.875 -7.661 0.0 0.0 0.0 0.081
H 4.159 -1.979 -3.815 0.0 0.0 0.0 0.080
```
Positions in Å, forces in eV/Å.

=====

Record 2
Computed, not measured: C22H53Ba2O12 as an isolated structure in a non-equilibrium geometry, with ωB97M-V with the def2-TZVPD basis set.

LUMO level in eV: -10.213
E in eV: -49600.42102
Charge: +3
Highest occupied orbital energy in eV: -14.33

Geometry as XYZ:
```
89
Properties=species:S:1:pos:R:3:forces:R:3:lowdin_charge:R:1
H -2.368 -2.084 7.082 0.9 0.7 -0.7 0.142
H 2.981 -1.590 1.744 0.2 -0.2 -0.4 0.094
H -0.719 -3.280 3.370 0.0 0.3 0.2 0.078
Ba -2.869 -0.511 3.697 1.6 0.0 0.3 2.071
O -2.187 0.286 0.776 -4.7 -0.4 -1.4 -0.325
C 1.966 -4.670 2.086 1.6 -2.4 0.1 -0.205
H -3.650 -0.125 -4.188 0.2 0.2 -0.3 0.148
H 4.233 3.413 0.969 -0.2 0.4 -0.4 0.097
C 3.452 1.841 -2.464 0.7 -0.7 0.1 -0.193
H -6.202 -3.042 4.992 0.0 0.5 0.1 0.121
H -2.002 -3.747 6.826 0.3 0.0 0.1 0.148
H 3.433 0.771 -2.671 0.4 -0.6 0.6 0.116
H -1.176 1.274 -2.915 0.4 0.0 -1.0 0.136
H -3.941 -4.233 5.988 -0.2 -0.2 -1.3 0.147
H 4.674 2.718 -5.442 -0.2 0.0 0.2 0.099
H 1.801 -4.760 3.160 -0.8 0.8 0.3 0.118
C -1.219 -1.475 -2.547 0.4 -1.5 0.3 -0.083
H 1.088 -4.658 1.440 -0.4 0.3 0.1 0.111
H 5.261 -6.128 4.058 -0.5 -0.4 0.0 0.092
H -0.384 -0.786 -2.426 -0.4 0.7 -0.7 0.104
H -0.329 4.035 -4.210 -0.5 -0.5 0.1 0.119
H -5.642 -2.320 3.428 -0.5 -0.1 -0.1 0.078
H 0.630 4.468 0.044 0.2 0.5 0.3 0.078
C -5.387 -2.962 4.272 -0.3 -0.7 -0.6 -0.080
C 4.520 2.227 -1.372 0.7 -0.2 -2.3 -0.230
H -2.280 4.195 -6.377 0.8 -0.9 0.5 0.095
O 2.871 -3.635 1.781 0.3 -1.0 -0.4 -0.176
C 0.092 0.834 0.371 -0.4 2.2 -1.0 0.039
H 1.037 5.866 -1.013 -0.4 0.1 -0.2 0.107
H -2.156 5.162 -2.413 -0.2 0.7 -1.0 0.105
O 3.389 -6.455 3.071 1.4 1.0 0.5 -0.203
H -2.618 3.496 -1.335 1.5 -0.9 -0.2 0.072
H 5.595 2.304 -3.981 0.2 -0.1 -0.2 0.089
C 3.574 2.577 0.736 0.8 -0.3 -0.4 -0.071
H 4.649 3.309 -1.362 -0.3 0.3 0.3 0.131
H -3.316 3.999 -4.870 0.3 -0.3 0.4 0.061
H -3.637 3.280 -2.653 -0.6 -0.6 -0.1 0.093
C -0.669 5.052 -4.016 -0.2 0.2 0.4 -0.160
H -5.207 -3.984 3.941 0.0 0.0 -0.3 0.114
H -4.588 -2.839 6.666 0.6 0.2 0.8 0.147
C 0.649 4.848 -0.977 0.3 -1.6 0.5 -0.099
H -0.856 6.399 -2.319 -0.3 0.2 -0.3 0.134
H -1.950 -4.452 3.933 -0.9 0.6 0.1 0.100
H 4.576 1.063 -4.792 0.5 -0.2 -0.3 0.091
O -0.656 4.594 -1.436 0.4 0.1 -0.5 -0.240
H -3.297 5.365 -5.948 -0.6 0.0 0.3 0.099
C -1.095 5.363 -2.558 -0.1 -0.4 0.9 -0.160
H -1.080 -2.207 -3.343 0.7 0.0 0.2 0.125
H -2.409 1.982 -4.035 -0.1 0.6 0.5 0.130
H 5.498 1.855 -1.676 0.0 -0.1 -0.2 0.125
H 2.471 2.035 -2.030 -0.3 0.6 -0.3 0.088
H 2.638 2.877 0.264 0.0 0.3 -0.1 0.052
H -0.520 -4.307 4.809 0.4 0.1 -0.2 0.110
O -1.781 5.502 -4.774 0.5 -0.3 -0.1 -0.178
H -0.354 1.776 0.051 -0.5 0.4 0.1 0.087
H 2.004 -6.954 1.955 -1.1 0.6 -0.8 0.127
C -2.653 4.637 -5.453 -0.5 1.6 -1.2 -0.112
C 2.653 -6.079 1.916 0.2 -0.1 0.6 -0.190
H 1.314 4.147 -1.483 0.5 0.4 -0.4 0.070
O 4.297 1.654 -0.137 -1.6 0.4 2.1 -0.167
C -3.815 -3.150 5.964 -0.7 -0.3 1.2 -0.186
H 5.292 -6.485 2.297 0.3 -0.3 0.2 0.088
H -3.989 2.754 -0.926 -0.8 -0.4 -0.5 0.090
O -0.705 -0.572 2.096 -0.7 -0.2 0.3 -0.207
H 3.230 -6.134 0.993 0.3 0.1 0.0 0.126
Ba -3.951 -1.087 -0.632 1.0 1.3 -1.0 2.030
C -1.009 0.107 1.074 4.3 -0.7 2.1 -0.782
C 4.761 -5.978 3.102 -0.4 0.1 -1.0 -0.067
O -2.540 -1.003 -2.740 -0.3 -0.4 0.8 -0.492
C -2.371 -2.858 6.315 -0.5 -1.3 0.3 -0.165
C 2.331 -2.396 2.083 0.7 0.6 -0.1 -0.125
H 0.918 1.225 0.965 0.1 -1.1 0.3 0.092
O -1.619 -2.621 5.131 -0.4 1.5 -0.8 -0.330
O 3.565 2.422 -3.745 -1.5 1.9 1.0 -0.204
H -1.174 -1.979 -1.582 -0.3 -0.5 0.2 0.077
O -4.186 -2.443 4.789 0.3 -0.2 -0.4 -0.471
O -2.878 1.399 -2.019 -1.6 1.1 0.5 -0.278
C -2.621 -0.085 -3.831 0.8 0.5 0.6 -0.127
C -1.224 -3.700 4.240 0.7 -0.8 1.3 -0.043
C -2.213 1.252 -3.249 0.6 -0.6 -0.3 -0.181
H 4.836 -4.921 2.844 -0.3 0.2 0.2 0.075
C 4.674 2.117 -4.533 0.4 -0.7 0.3 -0.097
H -1.863 -0.392 -4.553 -0.5 0.0 -0.5 0.151
H 1.395 -2.313 1.531 -0.6 0.4 0.6 0.065
H 3.342 2.207 1.734 0.1 -1.0 -0.3 0.082
C -3.292 2.754 -1.764 -0.5 1.0 0.9 -0.054
H 2.350 -2.262 3.164 -1.0 0.1 0.3 0.098
H 0.190 5.649 -4.322 -0.1 0.2 0.1 0.128
H 0.417 0.570 -0.635 0.2 -1.1 0.3 0.090
```
Positions in Å, forces in eV/Å.

=====

Record 3
Computed, not measured: C22H53ClO11Si2 as an isolated structure in a non-equilibrium geometry, with ωB97M-V with the def2-TZVPD basis set.

LUMO level in eV: 0.501
E in eV: -74475.32119
Highest occupied orbital energy in eV: -9.90

Geometry as XYZ:
```
89
Properties=species:S:1:pos:R:3:forces:R:3:lowdin_charge:R:1
H -3.693 5.079 -0.581 0.0 -0.1 0.1 0.111
O -5.699 -1.429 3.852 -3.1 0.6 2.8 0.067
H -3.001 6.417 -2.590 0.0 0.0 0.0 0.073
C 6.511 6.878 -6.490 0.0 0.0 0.0 -0.094
H 3.117 -9.588 -0.697 -0.1 -0.1 0.1 0.110
C 1.493 0.029 -0.268 -0.6 0.0 0.3 -0.243
C 1.857 1.703 1.700 -0.5 0.4 -0.5 -0.143
H -1.892 -5.396 1.737 0.3 0.1 0.1 0.076
C -6.758 -1.832 -0.750 -0.3 -0.1 0.0 -0.303
H 5.607 7.193 -7.018 0.0 -0.1 -0.1 0.072
H -1.638 -1.512 -0.556 0.0 -0.1 0.0 -0.021
H -7.052 -3.505 0.211 0.0 0.1 0.0 0.090
O 0.257 0.794 3.424 0.1 -0.4 -0.7 -0.024
H 1.200 -8.094 0.752 0.0 -0.1 0.0 0.072
H 1.542 -1.295 5.612 0.1 0.1 -0.1 0.090
H 1.705 4.781 -3.471 0.1 -0.1 -0.1 0.107
H 3.706 5.109 -1.171 0.0 -0.1 0.0 0.079
H 6.932 7.766 -6.016 0.1 -0.1 0.0 0.076
H 2.243 -3.738 1.500 0.4 -0.4 0.1 0.112
H 0.043 -1.364 4.620 0.2 -0.1 0.1 0.081
O -2.289 3.624 -0.853 -0.1 -0.1 0.1 -0.090
Cl -4.089 0.021 2.564 0.3 -0.1 -0.5 0.675
C -0.416 -4.368 3.035 0.1 -0.5 0.1 -0.147
H 1.111 -2.001 0.364 -0.1 0.2 0.1 0.064
H 1.148 -0.894 1.721 0.0 0.1 -0.1 0.050
C 0.650 1.930 2.639 -0.3 0.5 -0.5 -0.156
H 2.524 -0.293 -0.452 -0.1 0.2 0.1 0.105
H 2.726 6.402 -1.845 0.0 0.0 -0.1 0.078
C 6.183 5.827 -5.447 -0.3 0.2 -0.2 -0.313
C -8.102 -1.227 -0.393 0.0 0.0 0.1 -0.088
C 1.204 0.377 4.281 -1.5 -2.2 -0.3 -0.586
H 2.043 -8.354 -1.376 0.1 0.0 -0.1 0.108
H -6.793 -2.296 -1.740 0.0 0.1 -0.1 0.109
C -2.692 4.981 -0.999 0.4 -0.1 -0.3 -0.323
H 7.083 5.531 -4.908 -0.1 0.0 0.1 0.113
H -2.432 -4.980 3.351 0.0 0.1 -0.2 0.072
H -5.984 -1.066 -0.756 0.1 -0.1 0.1 0.113
H -5.142 -3.221 1.946 0.2 0.3 0.0 0.064
H -4.432 -3.555 3.502 0.1 0.3 0.1 0.087
H -2.826 -3.263 0.365 -0.2 0.2 -0.2 0.006
C -4.364 -2.882 2.642 0.9 0.7 -0.5 -0.202
H 4.457 6.587 -4.959 0.1 0.0 0.0 0.083
C 3.216 5.454 -2.083 0.0 0.0 0.0 -0.080
H 5.754 4.937 -5.919 0.2 -0.1 0.0 0.109
H -0.227 -5.081 3.849 0.3 0.1 -0.2 0.130
H 2.454 2.620 1.735 0.1 -0.2 0.2 0.113
C -2.686 5.379 -2.464 -0.1 0.1 0.0 -0.091
C 2.204 4.432 -2.560 -0.1 0.4 0.2 -0.306
O 2.046 1.069 4.701 2.5 2.2 1.0 0.146
H -0.272 -3.376 3.470 -0.2 -0.1 -0.1 0.086
C 0.633 -4.540 1.961 0.3 0.6 2.6 -0.559
H 0.976 -0.038 -1.237 0.2 0.1 0.0 0.102
H 3.977 5.635 -2.844 0.0 0.0 0.1 0.045
C 1.457 1.504 0.209 0.8 -0.6 0.1 -0.205
C 2.597 -8.655 -0.480 -0.2 0.4 0.2 -0.323
Si -1.071 -0.936 0.674 0.6 0.5 1.4 0.555
H 3.057 -6.648 0.164 0.0 0.0 -0.1 0.060
O 1.215 4.185 -1.559 -0.3 -0.1 0.0 -0.104
H 4.300 -7.378 -0.872 0.0 0.0 0.0 0.072
H 1.575 -1.700 3.861 0.1 0.2 0.1 0.076
O 1.669 -8.916 0.568 0.0 -0.1 0.0 -0.085
H 0.499 1.973 -0.025 0.1 0.0 0.1 0.085
C 1.105 -1.089 4.639 -1.1 0.0 -0.4 0.031
H 7.226 6.497 -7.221 0.0 0.0 0.0 0.074
C -1.839 -4.615 2.501 -0.4 0.6 0.4 -0.233
H 2.503 0.870 1.996 -0.1 0.2 0.3 0.116
Si -2.668 -3.037 1.807 0.6 -0.7 0.7 0.525
H 2.221 2.028 -0.375 -0.3 0.0 -0.1 0.091
H -8.064 -0.773 0.598 0.1 0.0 0.0 0.077
H -1.495 0.474 0.779 -0.1 0.0 -0.1 -0.015
H -1.398 3.547 -1.216 0.0 -0.1 0.0 0.057
O -6.375 -2.819 0.209 0.1 0.0 0.0 -0.105
H 4.128 -7.875 0.823 0.0 -0.1 -0.1 0.076
O 0.420 -4.986 0.902 -0.6 -1.0 -3.0 0.132
O 5.258 6.333 -4.486 0.1 0.0 0.0 -0.103
H 2.692 3.482 -2.776 -0.1 -0.1 0.1 0.112
H 0.769 2.812 3.273 0.3 -0.3 0.1 0.123
C 0.813 -0.987 0.684 -0.1 -0.4 -0.4 -0.290
H -2.015 5.617 -0.418 -0.1 0.2 0.0 0.106
H 0.775 5.023 -1.374 0.1 0.0 0.0 0.077
H -8.393 -0.465 -1.118 0.0 0.0 0.0 0.075
C -4.818 -1.508 3.122 1.8 -1.3 -1.8 -0.860
O 1.891 -4.139 2.311 -0.3 0.8 0.2 0.081
C 3.582 -7.576 -0.073 0.1 0.0 0.0 -0.092
H -0.208 2.150 1.995 -0.1 -0.2 0.3 0.107
H -1.687 5.262 -2.892 0.0 0.1 0.0 0.063
H -3.357 4.736 -3.035 0.0 0.0 0.1 0.077
O -1.604 -1.759 2.075 -0.5 -0.5 -1.7 -0.412
H -8.878 -1.997 -0.365 0.0 0.0 -0.1 0.073
```
Positions in Å, forces in eV/Å.

=====

- Which value of highest occupied orbital energy does entry 1 give?
  -9.45 eV

=====

- Among the records above, which one has the highest LUMO level?
  C22H53ClO11Si2